{"formula": "C32H88O34P8", "method": "wB97M-V/def2-TZVPD", "elements": ["C", "O", "P", "O", "O", "C", "O", "C", "H", "H", "H", "H", "H", "H", "H", "H", "H", "C", "O", "P", "O", "O", "C", "O", "C", "H", "H", "H", "H", "H", "H", "H", "H", "H", "C", "O", "P", "O", "O", "C", "O", "C", "H", "H", "H", "H", "H", "H", "H", "H", "H", "C", "O", "P", "O", "O", "C", "O", "C", "H", "H", "H", "H", "H", "H", "H", "H", "H", "C", "O", "P", "O", "O", "C", "O", "C", "H", "H", "H", "H", "H", "H", "H", "H", "H", "C", "O", "P", "O", "O", "C", "O", "C", "H", "H", "H", "H", "H", "H", "H", "H", "H", "C", "O", "P", "O", "O", "C", "O", "C", "H", "H", "H", "H", "H", "H", "H", "H", "H", "C", "O", "P", "O", "O", "C", "O", "C", "H", "H", "H", "H", "H", "H", "H", "H", "H", "C", "C", "C", "O", "C", "H", "H", "H", "H", "H", "H", "H", "H", "C", "C", "C", "O", "C", "H", "H", "H", "H", "H", "H", "H", "H"], "xyz": [[41.44004, -7.85238, 12.27407], [40.70757, -8.74998, 11.37298], [39.31311, -8.17008, 10.87297], [39.35023, -6.76752, 10.45837], [38.91407, -9.18272, 9.74431], [39.47748, -9.09380, 8.41757], [38.27027, -8.49149, 12.06540], [36.90450, -8.11796, 11.98695], [41.74510, -8.31210, 13.21413], [40.83245, -7.00129, 12.58159], [42.35808, -7.48571, 11.81487], [39.95290, -10.02417, 8.10695], [40.37812, -8.48672, 8.50925], [38.85052, -8.73733, 7.60028], [36.63435, -7.35666, 11.25515], [36.65902, -7.55997, 12.89054], [36.24749, -8.97536, 12.13299], [42.85740, -12.95209, -2.58597], [41.69337, -12.21038, -2.20841], [40.52358, -12.73773, -1.23553], [40.86413, -13.75723, -0.17113], [39.25785, -13.20473, -2.16673], [39.34948, -14.39157, -2.84359], [39.94635, -11.35376, -0.72378], [40.61803, -10.64948, 0.32608], [43.76867, -12.36282, -2.48363], [42.76694, -13.07850, -3.66483], [42.91821, -13.82473, -1.93567], [40.29550, -14.49963, -3.37414], [38.44404, -14.44004, -3.44851], [39.25449, -15.25311, -2.18266], [40.05418, -10.44568, 1.23638], [40.88896, -9.62190, 0.08363], [41.59490, -11.06324, 0.57634], [34.12182, -6.54507, 2.96645], [33.07424, -7.40965, 2.51262], [33.46610, -8.93865, 2.14169], [33.96657, -9.80159, 3.27109], [34.48962, -8.70558, 0.89712], [35.37338, -9.71776, 0.55020], [32.03771, -9.35591, 1.45496], [31.79452, -10.77715, 1.29754], [34.99167, -6.59609, 2.31159], [34.48251, -6.91187, 3.92743], [33.77574, -5.53947, 3.20539], [34.96580, -10.12762, -0.37391], [35.40319, -10.55138, 1.25183], [36.37095, -9.28998, 0.45036], [30.78660, -11.06828, 1.59326], [32.40469, -11.49010, 1.85205], [31.80639, -11.04761, 0.24170], [42.27227, -9.34403, 5.51045], [41.46895, -10.45825, 5.35357], [41.94633, -11.91750, 4.88263], [43.27616, -11.92290, 4.16813], [41.97842, -12.75426, 6.32597], [42.73713, -13.93964, 6.41741], [40.73723, -12.48739, 4.03571], [40.92089, -13.40771, 3.00370], [43.32963, -9.57242, 5.37659], [42.19000, -8.90324, 6.50394], [42.00792, -8.56479, 4.79559], [42.03084, -14.69894, 6.75312], [43.44844, -13.88374, 7.24143], [43.14580, -14.44586, 5.54286], [41.87865, -13.42670, 2.48367], [40.13670, -13.28039, 2.25743], [40.82085, -14.43988, 3.33944], [31.95000, -5.51805, 6.88271], [32.59971, -5.02648, 8.08689], [33.73899, -5.99102, 8.75211], [33.32773, -7.20485, 9.45843], [34.83454, -6.22860, 7.48184], [36.22916, -6.53170, 7.65594], [34.41536, -4.84452, 9.69541], [33.60915, -4.26010, 10.65886], [30.91479, -5.17891, 6.92032], [32.16372, -6.55887, 6.63957], [32.40277, -4.93636, 6.07974], [36.63062, -7.34484, 7.05118], [36.40286, -6.87396, 8.67613], [36.79972, -5.62494, 7.45510], [32.68661, -3.78848, 10.32033], [34.20194, -3.55228, 11.23824], [33.34648, -5.08776, 11.31771], [35.84669, -4.92471, -2.22909], [37.21877, -4.65736, -2.02988], [38.49619, -5.59526, -2.40661], [38.22140, -6.97605, -2.95063], [39.35537, -4.69085, -3.43869], [39.75865, -3.37386, -3.10006], [39.40191, -5.63250, -1.03348], [38.90100, -6.04694, 0.21437], [35.62272, -4.66911, -3.26476], [35.27407, -4.35786, -1.49500], [35.58833, -5.98339, -2.20564], [39.08751, -2.99377, -2.32986], [39.63777, -2.68765, -3.93827], [40.81974, -3.27187, -2.87246], [37.88689, -5.66772, 0.34032], [39.57719, -5.52078, 0.88819], [38.80063, -7.10674, 0.44857], [39.87899, -5.80602, 6.30780], [39.57466, -4.72879, 5.47942], [38.13434, -4.42947, 4.74144], [37.50233, -5.63545, 4.02520], [37.13968, -3.85517, 5.89683], [35.86463, -3.32039, 5.66064], [38.40696, -3.05465, 3.91215], [39.15615, -2.06580, 4.56138], [40.81729, -6.30083, 6.05706], [39.13806, -6.57644, 6.09433], [40.03801, -5.37562, 7.29652], [35.18179, -4.14847, 5.47057], [35.87545, -2.66198, 4.79202], [35.37797, -2.78084, 6.47315], [40.10207, -1.87570, 4.05425], [39.37763, -2.22619, 5.61653], [38.57570, -1.14992, 4.45035], [36.97087, -14.50318, 1.39447], [36.34807, -15.79695, 1.72867], [35.73687, -16.83420, 0.60533], [36.29263, -16.60729, -0.73721], [36.00632, -18.30053, 1.18489], [35.59951, -18.60301, 2.45128], [34.13912, -16.73822, 0.69632], [33.28751, -17.61114, -0.05584], [36.58376, -13.65733, 1.96263], [36.77073, -14.28278, 0.34592], [38.00716, -14.24354, 1.61074], [36.19462, -18.09262, 3.20854], [35.63091, -19.68534, 2.57655], [34.56207, -18.29531, 2.58215], [33.71796, -18.61157, -0.01177], [33.32994, -17.34779, -1.11270], [32.26278, -17.66719, 0.31140], [37.97149, -10.77147, 3.06806], [38.72028, -9.43388, 3.31384], [37.74341, -8.91725, 4.40367], [37.37217, -10.03704, 5.19248], [37.22461, -11.12856, 4.30946], [38.63862, -11.60486, 2.84787], [37.25979, -10.61593, 2.25727], [38.76482, -8.71102, 2.49924], [39.74160, -9.45562, 3.69403], [36.76019, -8.72601, 3.97378], [38.18281, -8.00843, 4.81486], [36.18104, -11.39131, 4.13614], [37.74686, -12.01962, 4.65786], [34.26058, -14.02951, 4.60504], [33.19132, -14.42677, 5.50425], [31.96902, -13.50849, 5.35208], [32.13574, -13.06731, 4.04327], [33.61150, -12.91589, 3.84607], [34.88713, -14.74452, 4.07184], [35.09564, -13.61020, 5.16625], [33.41893, -14.53993, 6.56419], [32.80335, -15.38926, 5.17081], [31.94275, -12.60319, 5.95858], [30.93236, -13.83658, 5.42825], [34.01452, -12.01228, 4.30341], [33.81311, -12.89686, 2.77504]], "max_force_ev_per_a": 4.61, "charge": -1, "total_energy_ev": -178547.8619, "spin_multiplicity": 2, "s_squared": 0.750, "e_homo_ev": [0.62, -7.28], "lumo_energy_ev": [1.87, 1.84]}